Here is a cluster of 6 separate species, C20H35F3NO11PS in total from the OMol25 dataset. Energies are from ωB97M-V/def2-TZVPD.

Computed properties:
**E**: -2704.6721 a.u.
**LUMO level**: -0.72 eV
**Kohn-Sham gap**: 8.655 eV
**ΔE to the lowest compared entry with this formula, charge and spin**: 0.0 kcal/mol
**HOMO**: -9.37 eV
**Strongest force on any atom**: 0.5 eV/Å

```
! RIJCOSX wB97M-V def2-TZVPD def2/J DEFGRID3
* xyz 0 1
O -1.14 0.00 1.48
C -0.36 -0.68 0.88
O -0.54 -2.02 0.68
C 0.87 -0.09 0.20
C 1.77 0.63 1.17
O 2.37 -0.31 2.10
P 1.95 -0.36 3.61
O 0.73 -1.05 3.98
O 2.13 1.16 4.12
N 0.89 1.83 4.31
C 1.04 3.00 4.65
S 1.18 4.51 4.97
O 3.32 -0.94 4.23
C 3.39 -2.10 4.94
F 2.72 -2.02 6.08
F 4.67 -2.33 5.21
F 2.91 -3.13 4.25
H -0.20 -2.53 1.44
H 1.42 -0.85 -0.34
H 0.54 0.65 -0.52
H 1.24 1.42 1.70
H 2.60 1.08 0.63
C 1.01 2.19 -4.28
C 2.05 1.39 -3.53
C 3.17 0.81 -4.35
O 1.98 1.21 -2.34
H 0.25 2.54 -3.58
H 1.49 3.04 -4.77
H 0.54 1.58 -5.04
H 3.72 1.61 -4.86
H 2.77 0.15 -5.12
H 3.85 0.25 -3.71
C 3.72 4.61 0.12
C 3.26 3.99 1.41
C 4.27 3.13 2.14
O 2.15 4.17 1.85
H 2.91 5.20 -0.31
H 4.59 5.25 0.29
H 4.01 3.83 -0.59
H 5.16 3.72 2.37
H 4.59 2.30 1.49
H 3.84 2.73 3.05
C -1.48 -3.04 5.19
C -1.90 -3.43 3.80
C -3.38 -3.47 3.52
O -1.09 -3.68 2.94
H -0.39 -3.04 5.26
H -1.85 -2.05 5.43
H -1.90 -3.75 5.92
H -3.82 -2.49 3.71
H -3.86 -4.19 4.19
H -3.55 -3.75 2.49
C -2.43 1.66 -1.11
C -2.73 1.13 -2.49
C -4.17 0.88 -2.82
O -1.85 0.91 -3.29
H -1.36 1.80 -0.99
H -2.94 2.61 -0.95
H -2.78 0.96 -0.35
H -4.75 1.80 -2.74
H -4.60 0.15 -2.13
H -4.26 0.48 -3.83
C -3.08 -1.90 -5.63
C -4.21 -2.56 -4.89
C -4.26 -4.07 -4.94
O -5.04 -1.93 -4.27
H -3.13 -0.82 -5.52
H -2.12 -2.26 -5.24
H -3.12 -2.16 -6.69
H -3.34 -4.49 -4.53
H -4.35 -4.41 -5.98
H -5.11 -4.43 -4.37
*
```